No. 1
Formula: C4H9NO2S
Source: the Open Molecules 2025 dataset
Level of theory: ωB97M-V/def2-TZVPD

ORCA input file:
```
! RIJCOSX wB97M-V def2-TZVPD def2/J DEFGRID3
* xyz 0 1
H -1.89351 0.26626 0.42712
H 1.32771 -1.95282 0.04211
H -0.00435 -1.98193 1.12771
H 2.23685 0.30633 -0.15317
O 0.49440 1.95392 2.27449
H -0.43394 -1.72746 -0.58465
H -0.95208 1.50889 -0.00880
C -1.14636 0.31078 -1.72385
C -1.02066 0.48859 -0.18962
S 0.98699 0.72006 1.73100
C 0.32481 -1.49275 0.16976
O 1.81584 -0.14043 2.46895
N 1.47298 0.87691 0.15190
C 0.21461 -0.03585 0.40536
H -0.17237 0.23247 -2.02497
H -1.51928 1.26704 -2.03717
H -1.73166 -0.60002 -2.07616
*
```

Electronic energy ... -761.13989 a.u.
SMILES ... CC[C@@]1(C)NS1(=O)=O
ΔE to the lowest compared entry with this formula, charge and spin ... 77.5 kcal per mole
HOMO energy ... -10.19 eV
Gap between HOMO and LUMO ... 10.86 eV


No. 2
Formula: C3H4O3
Source: the Open Molecules 2025 dataset
Level of theory: ωB97M-V/def2-TZVPD

ORCA input file:
```
! RIJCOSX wB97M-V def2-TZVPD def2/J DEFGRID3
* xyz 0 1
H 2.10820 0.36817 -0.98653
O -1.21654 1.15840 1.31673
C 0.19001 -0.24283 -0.20067
H -0.00520 0.83869 -0.97066
C -1.15010 0.03453 0.89922
C 1.24022 0.65037 -0.39622
H -0.79067 -1.81700 -0.13789
O -1.77324 -1.03947 0.85802
H 1.25019 1.52237 0.24849
O 0.14713 -1.47322 -0.63049
*
```

Electronic energy ... -342.34014 a.u.
ΔE to the lowest compared entry with this formula, charge and spin ... 72.7 kcal per mole
HOMO energy ... -9.94 eV
Gap between HOMO and LUMO ... 9.73 eV


Q: What is the electronic energy in the second record?
A: -342.34014 a.u.


Q: gap between HOMO and LUMO of number 2 (C3H4O3)?
A: 9.73 eV